Run A
The following is a quantum chemistry calculation of an isolated ion of composition C5H12NOS and charge +1, from the OMol25 dataset.

The geometry in XYZ format:
```
20
Properties=species:S:1:pos:R:3:mulliken_charge:R:1
C 0.99 2.31 -0.35 -0.233
C 2.57 -0.89 0.18 -0.876
C -1.64 -1.07 0.07 -0.720
C -2.06 0.39 -0.17 -0.468
C -0.13 -1.19 -0.26 -0.550
N 1.03 1.08 -0.58 -0.285
O -1.41 1.12 0.82 -0.530
S 0.80 0.05 0.75 0.334
H 0.64 2.76 0.71 0.197
H 1.07 2.95 -1.10 0.376
H 3.35 -0.61 0.92 0.350
H 2.77 -0.52 -0.77 0.360
H 2.45 -1.92 0.25 0.380
H -2.01 -1.95 -0.50 0.410
H -1.84 -1.37 1.09 0.341
H -1.91 0.82 -1.21 0.278
H -3.10 0.36 -0.13 0.404
H -0.04 -1.15 -1.36 0.436
H 0.05 -2.27 -0.11 0.454
H -1.58 1.09 1.75 0.343
```

Calculated values
* orbital gap: 10.635 eV
* net charge: +1



Run B
The following is a quantum chemistry calculation of an isolated ion of composition C5H12NOS and charge +1, from the OMol25 dataset.

The geometry in XYZ format:
```
20
Properties=species:S:1:pos:R:3:mulliken_charge:R:1
C -0.17 -1.42 0.56 -0.421
C -1.36 -1.59 -0.47 -0.619
C 0.20 0.06 0.64 -0.775
C -1.79 0.87 -0.30 -0.075
C 2.51 0.56 0.06 -0.825
N 1.08 0.68 -0.37 -0.195
O -1.99 2.06 0.22 -0.415
S -2.66 -0.59 0.02 -0.034
H -0.62 -1.90 1.50 0.331
H 0.76 -1.92 0.27 0.302
H -0.97 -1.59 -1.57 0.344
H -1.68 -2.66 -0.41 0.386
H 0.25 0.51 1.69 0.313
H -1.32 0.80 -1.31 0.371
H 2.99 -0.33 0.37 0.352
H 3.10 0.97 -0.91 0.335
H 2.72 1.26 0.97 0.304
H 0.85 0.41 -1.38 0.494
H 0.86 1.75 -0.44 0.443
H -2.73 2.08 0.86 0.385
```

Calculated values
* orbital gap: 8.388 eV
* net charge: +1



Most stable: run A (next structure +3.1 kcal/mol)



Run A
The following is a quantum chemistry calculation of C32H28N9OTi as an isolated structure, from the OMol25 dataset.

The geometry in XYZ format:
```
71
Properties=species:S:1:pos:R:3:mulliken_spin:R:1
Ti -0.17 0.25 1.45 1.576
C -3.00 -2.90 0.10 0.006
C -2.43 -1.87 0.81 0.050
N -1.27 -1.33 0.43 -0.058
C -0.67 -1.85 -0.65 -0.009
C -1.28 -2.88 -1.36 -0.006
N -2.44 -3.40 -1.00 0.029
C 0.67 -1.31 -0.96 0.123
C 1.47 -1.72 -2.01 -0.035
C 2.73 -1.17 -2.18 0.034
C 3.16 -0.23 -1.25 -0.016
C 2.32 0.15 -0.22 0.110
N 1.09 -0.37 -0.09 0.029
C 2.66 1.14 0.83 0.022
C 3.92 1.71 0.98 -0.005
N 4.18 2.59 1.94 0.027
C 3.19 2.90 2.76 0.004
C 1.93 2.34 2.64 0.056
N 1.67 1.46 1.67 -0.087
C 3.60 -1.57 -3.31 0.006
C 3.65 -2.90 -3.74 0.011
C 4.48 -3.22 -4.80 -0.003
N 5.23 -2.33 -5.45 0.008
C 5.17 -1.07 -5.04 -0.003
C 4.38 -0.64 -3.98 0.011
H -3.94 -3.33 0.42 0.001
H -2.91 -1.45 1.69 0.002
H -0.81 -3.29 -2.25 -0.001
H 1.10 -2.45 -2.72 -0.003
H 4.16 0.19 -1.34 -0.003
H 4.74 1.46 0.31 -0.001
H 3.39 3.61 3.55 0.001
H 1.12 2.59 3.31 0.000
H 3.09 -3.68 -3.24 0.001
H 4.54 -4.25 -5.14 0.000
H 5.77 -0.36 -5.58 0.000
H 4.37 0.41 -3.72 0.001
C -4.77 0.77 1.49 0.004
C -4.37 2.03 0.72 -0.017
C -4.24 3.21 1.68 -0.001
C -3.14 1.80 -0.13 -0.026
C -3.24 1.04 -1.29 -0.005
C -2.16 0.89 -2.16 0.000
C -0.94 1.49 -1.90 0.016
C 0.19 1.43 -2.89 -0.005
C -0.82 2.22 -0.72 0.022
C -1.90 2.37 0.15 0.072
H -5.72 0.92 2.00 0.000
H -4.02 0.53 2.24 0.001
H -4.89 -0.09 0.82 0.000
H -5.18 2.26 0.02 0.000
H -3.49 3.01 2.45 0.001
H -5.18 3.38 2.20 0.000
H -3.96 4.13 1.17 0.000
H -4.19 0.59 -1.56 -0.002
H -2.30 0.32 -3.08 0.000
H 0.15 2.28 -3.57 0.001
H 0.15 0.52 -3.50 0.001
H 1.16 1.46 -2.39 -0.002
H 0.11 2.73 -0.50 -0.020
H -1.77 2.98 1.03 0.015
N 0.61 -2.64 4.56 0.006
C 0.11 -1.55 3.95 -0.001
O 0.59 -1.18 2.83 -0.019
C -0.95 -0.82 4.55 0.005
C -1.55 -1.18 5.78 0.000
N -2.05 -1.49 6.77 0.000
C -1.31 0.29 3.80 0.032
N -1.46 1.16 3.04 0.047
H 1.36 -3.14 4.11 0.000
H 0.27 -2.93 5.46 -0.001
```

Calculated values
* expectation value of S²: 2.01
* multiplicity: 3
* orbital gap (spin up / spin down): 5.886 / 7.078 eV
* net charge: +1



Run B
The following is a quantum chemistry calculation of C32H28N9OTi as an isolated structure, from the OMol25 dataset.

The geometry in XYZ format:
```
71
Properties=species:S:1:pos:R:3:mulliken_spin:R:1
Ti -0.15 -0.18 0.45 1.533
C 1.94 2.31 3.50 0.004
C 1.62 1.30 2.61 0.054
N 0.48 1.31 1.93 -0.007
C -0.37 2.34 2.14 0.063
C -0.01 3.36 3.01 -0.001
N 1.13 3.35 3.68 0.028
C -1.65 2.25 1.42 0.073
C -2.69 3.14 1.57 -0.031
C -3.90 2.92 0.91 0.036
C -4.00 1.77 0.13 -0.014
C -2.92 0.92 0.01 0.104
N -1.75 1.17 0.63 -0.053
C -2.91 -0.32 -0.79 0.053
C -3.98 -0.78 -1.55 -0.003
N -3.91 -1.90 -2.26 0.034
C -2.77 -2.58 -2.22 0.001
C -1.69 -2.13 -1.48 0.072
N -1.75 -1.00 -0.77 -0.074
C -5.03 3.86 1.03 0.001
C -5.82 4.18 -0.06 0.010
C -6.86 5.08 0.10 -0.003
N -7.16 5.64 1.27 0.007
C -6.41 5.33 2.32 -0.003
C -5.33 4.45 2.25 0.010
H 2.86 2.29 4.06 0.000
H 2.29 0.46 2.44 0.001
H -0.66 4.21 3.17 0.000
H -2.58 4.02 2.19 -0.002
H -4.94 1.54 -0.37 -0.002
H -4.91 -0.24 -1.59 -0.001
H -2.71 -3.50 -2.79 0.000
H -0.75 -2.68 -1.45 0.000
H -5.61 3.77 -1.04 0.000
H -7.49 5.35 -0.74 0.000
H -6.67 5.80 3.26 0.000
H -4.77 4.22 3.15 0.001
C -1.50 2.80 -2.75 -0.004
C -0.42 1.84 -3.25 0.029
C -1.05 0.61 -3.90 -0.006
C 0.65 1.53 -2.20 -0.024
C 1.02 2.48 -1.25 0.040
C 2.18 2.35 -0.49 -0.035
C 3.00 1.24 -0.63 0.054
C 4.27 1.09 0.17 -0.003
C 2.60 0.25 -1.53 -0.031
C 1.45 0.38 -2.29 -0.001
H -2.23 2.97 -3.55 0.000
H -1.10 3.77 -2.47 0.000
H -2.04 2.38 -1.89 0.006
H 0.13 2.37 -4.04 -0.001
H -1.61 0.02 -3.17 0.009
H -0.32 -0.03 -4.38 0.000
H -1.75 0.93 -4.67 0.000
H 0.44 3.39 -1.14 0.002
H 2.45 3.13 0.20 -0.001
H 5.14 1.27 -0.46 0.001
H 4.36 0.09 0.59 0.000
H 4.30 1.81 0.99 0.000
H 3.21 -0.64 -1.64 0.000
H 1.22 -0.38 -3.02 0.001
N 2.89 -3.11 1.08 0.000
C 1.73 -2.47 1.28 -0.008
O 1.35 -1.60 0.41 0.045
C 0.95 -2.75 2.43 0.015
C -0.23 -2.01 2.45 0.001
N -1.15 -1.33 2.24 0.020
C 1.37 -3.67 3.41 -0.001
N 1.80 -4.42 4.18 0.000
H 3.40 -2.95 0.23 0.000
H 3.19 -3.84 1.71 0.000
```

Calculated values
* expectation value of S²: 2.01
* multiplicity: 3
* orbital gap (spin up / spin down): 5.935 / 7.042 eV
* net charge: +1



Most stable: run A (next structure +4.5 kcal/mol)



Run A
The following is a quantum chemistry calculation of one molecule with the formula C6H12N2O4S, from the OMol25 dataset.

The geometry in XYZ format:
```
25
Properties=species:S:1:pos:R:3:mulliken_charge:R:1
C -1.65 1.31 -0.48 -0.561
C -1.94 -0.05 -1.18 -0.743
C -0.16 1.44 -0.20 -1.007
C -1.54 -1.21 -0.22 -0.978
C 0.39 0.29 0.65 1.054
C 0.01 -1.07 0.15 0.213
N -0.31 0.33 1.94 -0.592
N 0.92 -1.93 0.04 -0.592
O 3.48 -1.17 0.29 -0.475
O 3.78 1.11 -0.14 -0.632
O 1.77 0.40 0.92 -0.683
O 2.09 0.00 -1.52 -0.544
S 2.79 0.11 -0.26 1.182
H -1.88 2.05 -1.33 0.318
H -2.41 1.48 0.26 0.311
H -2.97 -0.22 -1.44 0.380
H -1.43 -0.09 -2.08 0.449
H 0.40 1.60 -1.10 0.460
H -0.04 2.30 0.35 0.443
H -2.18 -1.21 0.65 0.348
H -1.77 -2.14 -0.71 0.437
H -0.14 -0.27 2.78 0.249
H -0.47 1.32 2.31 0.247
H 0.61 -2.80 -0.28 0.241
H 2.63 -1.59 0.61 0.476
```

Calculated values
* orbital gap: 10.923 eV
* SMILES string: [H]/N=C1\CCCC[C@]1(N)OS(=O)(=O)O
* net charge: 0



Run B
The following is a quantum chemistry calculation of one molecule with the formula C6H12N2O4S, from the OMol25 dataset.

The geometry in XYZ format:
```
25
Properties=species:S:1:pos:R:3:mulliken_charge:R:1
C 2.45 0.54 2.58 -0.677
C 2.43 -0.10 1.30 -0.361
C -0.01 -1.03 -1.47 -0.498
C -1.23 -1.62 -2.21 -0.582
C 1.74 1.24 1.40 -0.333
C -3.04 -0.55 -1.32 0.127
N -0.41 -0.42 -0.23 -0.420
N 0.31 1.27 1.43 -0.359
O -1.74 1.78 0.38 -0.550
O 0.36 1.78 -1.00 -0.679
O -2.25 -0.73 -2.40 -0.276
O -3.64 0.46 -1.03 -0.627
S -0.39 1.08 -0.04 1.195
H 1.91 0.23 3.37 0.344
H 3.42 1.05 2.79 0.195
H 3.40 -0.32 0.85 0.284
H 1.78 -0.92 1.30 0.276
H 0.70 -1.81 -1.25 0.395
H 0.56 -0.44 -2.22 0.344
H -1.04 -2.07 -3.19 0.388
H -1.42 -2.62 -1.64 0.269
H 2.14 2.19 1.01 0.310
H -3.16 -1.43 -0.74 0.476
H -0.15 0.93 2.27 0.270
H -2.72 1.50 0.07 0.490
```

Calculated values
* orbital gap: 9.738 eV
* SMILES string: O=COCCN=[S@@](=O)(O)NC1CC1
* net charge: 0



Most stable: run A (next structure +65.4 kcal/mol)